No. 1
Molecular formula: C4H12N3O
Method: DFT, the ωB97M-V functional and the def2-TZVPD basis

Geometry as XYZ:
```
20
C4H12N3O (the ωB97M-V functional and the def2-TZVPD basis)
C -0.681 0.410 0.960
H -0.685 -0.295 1.878
H 0.406 -3.037 -1.030
C 0.057 1.722 1.223
H -0.059 -2.807 -2.691
H -0.405 2.361 2.012
H -0.392 1.069 -2.025
H 0.558 -0.201 -1.553
H -1.721 0.560 0.835
C -0.819 -1.562 -0.830
N 0.325 0.935 -1.328
H 0.943 -0.511 0.081
C 0.081 -0.204 -0.506
H -1.798 -1.309 -1.256
H 2.135 1.890 1.010
N 1.450 1.422 1.662
H -0.088 2.215 0.276
H 1.574 1.852 2.658
O -0.960 -2.141 0.345
N 0.082 -2.370 -1.720
```

Calculated values
Relative energy (zero: lowest compared OMol25 entry of this formula, charge and spin) in kJ/mol: 1102.26
Strongest force on any atom in hartree/bohr: 0.162
HOMO energy in hartree: -0.4954
DFT total energy in a.u.: -398.49749
Multiplicity: 1
HOMO-LUMO gap in eV: 4.780
Charge: +1



No. 2
Molecular formula: C3H7N3
Method: DFT, the ωB97M-V functional and the def2-TZVPD basis

Geometry as XYZ:
```
13
C3H7N3 (the ωB97M-V functional and the def2-TZVPD basis)
C 1.032 -0.223 0.004
C 1.338 1.253 0.065
H 1.866 1.333 1.054
N -0.249 -0.662 0.217
H 0.470 1.927 -0.082
N -1.243 0.206 -0.074
H 2.013 1.496 -0.817
H 1.806 -2.064 -0.012
H -3.307 0.671 -0.365
H -0.422 -1.651 -0.032
N 2.052 -1.020 -0.132
C -2.476 -0.130 -0.010
H -2.880 -1.138 0.183
```

Calculated values
Relative energy (zero: lowest compared OMol25 entry of this formula, charge and spin) in kJ/mol: 184.61
Strongest force on any atom in hartree/bohr: 0.061
HOMO energy in hartree: -0.3287
SMILES: [H]/N=C(/C)NN=C
DFT total energy in a.u.: -282.70394
Multiplicity: 1
HOMO-LUMO gap in eV: 9.840



No. 3
Molecular formula: C2H13NO5
Method: DFT, the ωB97M-V functional and the def2-TZVPD basis

Geometry as XYZ:
```
21
C2H13NO5 (the ωB97M-V functional and the def2-TZVPD basis)
H 0.337 0.055 -3.754
H 0.942 1.555 -0.564
H 0.243 -0.539 -2.325
O 0.365 0.318 -2.828
H 0.938 2.959 0.262
H 0.560 -0.695 1.480
H -1.298 0.794 0.311
H -0.554 2.567 2.086
O -0.354 -1.848 -1.582
H 1.858 1.176 2.180
O 1.015 -0.170 0.826
H -0.524 -2.631 -2.122
O -1.790 0.175 -0.278
H -1.760 -2.145 1.164
H -0.594 -2.057 0.203
C 1.031 1.203 1.321
H -0.470 0.889 2.900
N 1.391 2.040 0.221
C -0.221 1.504 2.043
O -0.862 -2.470 1.032
H -1.171 -0.327 -0.755
```

Calculated values
Relative energy (zero: lowest compared OMol25 entry of this formula, charge and spin) in kJ/mol: 106.07
Strongest force on any atom in hartree/bohr: 0.070
HOMO energy (alpha / beta) in hartree: -0.1539 / -0.1538
DFT total energy in a.u.: -514.90809
Multiplicity: 2
HOMO-LUMO gap (alpha / beta) in eV: 7.726 / 6.749
Expectation value of S²: 0.75
Charge: -1



No. 4
Molecular formula: C14H34N4O6P2
Method: DFT, the ωB97M-V functional and the def2-TZVPD basis

Geometry as XYZ:
```
60
C14H34N4O6P2 (the ωB97M-V functional and the def2-TZVPD basis)
P 1.634 2.637 2.347
N -0.655 0.895 0.697
O 3.342 2.801 2.807
C 0.667 0.273 -2.122
C 2.512 -3.909 -0.617
C -1.225 0.211 -4.732
O 0.020 -4.638 -1.019
N 1.460 0.490 -0.838
C -0.775 -0.088 1.880
H -1.073 0.110 -5.887
C 0.675 -0.009 2.641
H -3.250 0.481 5.098
H 0.059 -0.751 -2.128
C -3.821 -0.621 0.420
O -2.656 3.567 -2.558
H -3.453 -1.679 2.444
H 2.288 -3.984 0.554
C -3.763 -0.589 2.074
H 2.086 4.309 1.091
H 3.420 3.666 3.305
N 1.452 0.969 1.748
C 3.040 -1.792 0.194
H 1.271 -3.881 -2.625
C 2.977 0.361 -0.968
O 0.691 2.845 3.837
H -1.524 1.369 4.987
H 1.426 0.198 -3.040
H -0.830 -4.213 -1.379
N 1.189 3.762 1.265
C 0.823 0.770 0.377
H 3.333 -0.063 -2.002
C -0.487 1.580 -4.118
P -2.353 0.571 2.739
H -0.294 2.907 3.599
H 3.048 -4.889 -0.979
H 1.147 -1.096 2.573
H -1.176 0.339 -0.027
H -4.788 -0.290 2.572
H 0.609 1.721 -4.526
H 3.388 1.479 -0.916
H -1.456 1.101 -2.105
H -2.862 -1.145 -0.057
H 1.874 -1.813 0.399
H -4.724 -1.354 0.151
H 3.531 -2.287 1.162
H -1.653 -0.597 4.879
H 0.730 -2.637 -1.266
H -4.046 0.416 -0.072
O 3.612 -0.442 0.086
C 1.103 -3.747 -1.463
H -1.071 -1.103 1.332
O 3.324 -2.689 -0.935
H -0.870 -0.774 -4.207
H 0.710 0.184 3.797
H -1.209 2.472 -4.399
H -2.395 0.304 -4.528
H -2.285 3.898 -1.760
H -0.196 2.490 -1.933
C -0.387 1.473 -2.485
C -2.166 0.430 4.634
```

Calculated values
Strongest force on any atom in hartree/bohr: 0.103
HOMO energy in hartree: -0.1826
DFT total energy in a.u.: -1906.53612
Multiplicity: 1
HOMO-LUMO gap in eV: 3.240



No. 5
Molecular formula: C5H14N2
Method: DFT, the ωB97M-V functional and the def2-TZVPD basis

Geometry as XYZ:
```
21
C5H14N2 (the ωB97M-V functional and the def2-TZVPD basis)
C 1.779 -1.572 1.089
N 0.345 -1.933 1.201
N -0.258 0.532 -0.111
C -1.466 0.706 -0.852
C 2.103 -0.338 0.024
H 1.173 0.413 -1.756
H -2.223 2.731 0.089
H -0.054 1.517 0.217
H 2.932 -0.596 -0.613
H -0.257 -1.396 0.660
H 0.466 -1.053 -1.233
H -3.416 1.732 -0.952
C 0.890 -0.126 -0.809
H 2.516 0.629 0.526
H -1.215 1.357 -1.783
H -3.022 1.175 0.578
H 2.213 -2.328 0.524
H -0.036 -1.745 2.182
H -2.034 -0.163 -0.851
H 2.159 -1.242 2.084
C -2.596 1.699 -0.216
```

Calculated values
Relative energy (zero: lowest compared OMol25 entry of this formula, charge and spin) in kJ/mol: 250.35
Strongest force on any atom in hartree/bohr: 0.095
HOMO energy in hartree: -0.3040
SMILES: CCNCCCN
DFT total energy in a.u.: -308.32771
Multiplicity: 1
HOMO-LUMO gap in eV: 9.373



No. 6
Molecular formula: C4H5NOS
Method: DFT, the ωB97M-V functional and the def2-TZVPD basis

Geometry as XYZ:
```
12
C4H5NOS (the ωB97M-V functional and the def2-TZVPD basis)
H 0.403 -1.669 -0.072
S 3.364 0.436 -0.338
N -1.186 2.334 -0.798
O -1.895 3.373 1.227
C 2.321 -0.733 -0.587
C 0.538 0.313 0.741
H -0.207 0.220 1.449
C -1.560 2.899 0.202
H 2.552 -1.653 -0.946
H -1.512 2.740 -1.661
H 0.967 1.248 0.624
C 0.962 -0.680 0.014
```

Calculated values
Relative energy (zero: lowest compared OMol25 entry of this formula, charge and spin) in kJ/mol: 209.22
Strongest force on any atom in hartree/bohr: 0.073
HOMO energy in hartree: -0.3178
SMILES: C=CC=S.N=C=O
DFT total energy in a.u.: -683.52823
Multiplicity: 1
HOMO-LUMO gap in eV: 8.062



No. 7
Molecular formula: C10H13N2OS
Method: DFT, the ωB97M-V functional and the def2-TZVPD basis

Geometry as XYZ:
```
27
C10H13N2OS (the ωB97M-V functional and the def2-TZVPD basis)
H 1.499 -0.586 1.337
C -2.797 -0.541 1.028
C 1.820 -0.998 -1.172
C 0.893 0.207 1.494
N 1.758 -2.137 -0.502
H -3.716 -0.339 1.636
H 0.741 0.454 2.631
H -2.090 -0.403 -2.166
H 1.792 2.609 -0.813
C -0.424 -0.187 0.770
H -3.995 -0.751 -0.819
N 1.147 2.038 -0.193
H 2.549 1.363 1.182
C -1.911 -0.541 -1.088
C 1.521 1.566 1.098
C -3.020 -0.652 -0.342
C -1.540 -0.317 1.571
H -0.797 0.994 -2.929
C 0.482 -0.203 -1.455
H 2.563 -2.723 -0.319
H 0.968 -2.645 -0.046
S 0.440 0.310 -3.034
C -0.625 -0.254 -0.614
H 0.084 2.212 -0.258
O 2.831 -0.585 -1.603
H -1.455 -0.140 2.652
H 1.279 2.250 1.954
```

Calculated values
Relative energy (zero: lowest compared OMol25 entry of this formula, charge and spin) in kJ/mol: 265.36
Strongest force on any atom in hartree/bohr: 0.091
HOMO energy (alpha / beta) in hartree: -0.4707 / -0.4707
DFT total energy in a.u.: -971.47501
Multiplicity: 1
HOMO-LUMO gap (alpha / beta) in eV: 7.211 / 7.210
Charge: +1



No. 8
Molecular formula: C10H16O
Method: DFT, the ωB97M-V functional and the def2-TZVPD basis

Geometry as XYZ:
```
27
C10H16O (the ωB97M-V functional and the def2-TZVPD basis)
H 1.171 0.827 -0.290
C 0.990 -2.429 -0.033
H -0.208 2.103 -2.197
C -1.039 -1.965 -1.179
H 1.922 -2.975 0.018
C -1.575 -1.445 0.009
H 2.103 2.155 0.284
H -0.842 0.420 2.514
C 0.276 -2.375 -1.228
C 0.460 -1.982 1.165
H -2.335 -0.539 2.320
C -0.826 -1.401 1.170
C -1.241 -0.583 2.379
H 0.073 3.609 0.469
H -0.118 3.876 -1.933
C 0.274 2.903 -1.636
O 0.743 -2.894 -2.401
H 1.332 2.940 -1.881
H 1.084 -1.992 2.034
H 1.595 -2.499 -2.618
H -1.682 -1.832 -2.043
H 0.970 1.375 1.416
H -0.901 2.398 0.110
H -2.529 -0.929 0.021
H -0.967 -1.141 3.278
C 1.132 1.680 0.391
C 0.139 2.694 -0.140
```

Calculated values
Relative energy (zero: lowest compared OMol25 entry of this formula, charge and spin) in kJ/mol: 120.28
Strongest force on any atom in hartree/bohr: 0.045
HOMO energy in hartree: -0.3171
SMILES: Cc1ccc(O)cc1.CCC
DFT total energy in a.u.: -465.85199
Multiplicity: 1
HOMO-LUMO gap in eV: 9.455